A molecular structure, C4H11Br4CaNO at a distorted geometry, computed with ωB97M-V with the def2-TZVPD basis set.

```
! wB97M-V def2-TZVPD RIJCOSX def2/J DEFGRID3
* xyz -2 1
Ca -0.4783 1.6774 -1.1913
Br 2.2289 2.3511 -0.1584
Br 0.3021 2.5278 -3.8562
Br -2.9929 0.4865 -2.0814
Br -1.5662 4.0811 -0.1159
C 1.3454 -2.3624 -0.2201
C 0.2781 -1.2901 -0.3156
C -0.0072 -0.5329 1.0341
O -1.0477 0.4598 0.7541
C -1.3785 1.0775 1.9643
N 0.6318 -0.3969 -1.3939
H 1.1214 -2.9032 0.6994
H 2.2947 -1.8886 0.0295
H 1.5305 -3.0323 -1.0598
H -0.6768 -1.7299 -0.6035
H 0.9112 0.0039 1.2721
H -0.2532 -1.3031 1.7651
H -2.3573 1.5430 1.8487
H -0.6111 1.7800 2.2896
H -1.5861 0.3295 2.7294
H 1.4930 0.0864 -1.1820
H 0.8180 -0.9645 -2.2083
*
```

The molar mass is 448.83 g/mol. The value obtained for the total energy is -306481.5132 eV. The calculation puts the HOMO-LUMO gap at 6.60 eV. For the HOMO energy, the calculation gives -1.75 eV.